[1]
Entry from the Open Molecules 2025 dataset: C18H54O9S5 as an isolated structure at a distorted geometry (the ωB97M-V functional and the def2-TZVPD basis).

## Properties
- Kohn-Sham gap (eV) = 8.29

```
86
Properties=species:S:1:pos:R:3:mulliken_charge:R:1
C -1.41 4.14 0.21 -0.974
C -2.51 3.34 -0.11 -0.333
O -2.53 2.47 -1.13 -0.399
H -0.97 4.72 -0.55 0.344
H -0.85 3.48 0.55 -0.044
H -1.60 4.85 0.96 0.436
H -3.25 4.12 -0.20 0.481
H -2.86 2.87 0.85 0.186
H -3.31 2.67 -1.55 0.262
C -2.21 -0.76 -2.60 -0.366
C -3.09 0.08 -3.63 0.095
O -2.44 0.41 -4.87 -0.498
H -1.99 -1.70 -3.01 0.475
H -2.41 -1.01 -1.66 0.091
H -1.13 -0.24 -2.38 -0.122
H -3.17 0.90 -2.96 -0.224
H -4.05 -0.41 -4.01 0.318
H -3.00 0.91 -5.35 0.286
C 1.96 4.17 -1.51 -1.525
C 1.95 2.63 -1.50 0.731
O 3.17 2.22 -0.91 -0.558
H 0.96 4.61 -2.02 0.260
H 2.76 4.74 -1.74 0.504
H 1.73 4.56 -0.45 0.263
H 2.12 2.49 -2.50 -0.057
H 1.03 2.08 -1.02 -0.102
H 3.38 1.35 -1.18 0.451
C -0.74 -0.43 0.73 0.070
C 0.51 -0.16 1.67 0.566
O 0.00 0.92 2.47 -0.412
H -1.66 -0.52 1.37 0.428
H -0.37 -1.14 -0.07 -0.342
H -1.10 0.40 0.05 -0.396
H 1.41 0.29 1.28 -0.632
H 0.75 -1.07 2.27 0.282
H 0.60 1.23 3.18 -0.183
C 3.32 -1.55 1.46 -0.904
S 4.10 -0.35 0.42 0.314
O 2.96 0.44 -0.35 -0.305
C 4.50 0.84 1.64 -1.016
H 2.82 -1.14 2.18 0.359
H 3.98 -2.09 2.09 0.693
H 2.61 -2.28 0.96 0.010
H 4.71 0.46 2.61 0.465
H 3.64 1.56 1.92 0.033
H 5.29 1.40 1.37 0.590
C 1.10 -4.51 0.29 -0.973
S -0.13 -5.55 -0.57 0.313
O -1.31 -5.52 0.43 -0.589
C -0.77 -4.36 -1.73 -0.653
H 1.62 -5.17 0.81 0.543
H 0.67 -3.79 0.99 0.249
H 1.68 -4.07 -0.48 0.271
H -0.05 -4.21 -2.63 0.373
H -0.97 -3.41 -1.01 -0.159
H -1.57 -4.69 -2.26 0.585
C 1.64 -0.88 -2.18 0.216
S 2.96 -1.23 -3.20 0.491
O 2.62 -2.59 -3.84 -0.711
C 2.45 -0.13 -4.48 -0.962
H 1.55 0.17 -1.97 -0.101
H 1.63 -1.35 -1.26 -0.335
H 0.85 -1.10 -2.92 0.394
H 2.39 0.97 -4.27 0.183
H 1.67 -0.39 -5.10 0.435
H 3.29 0.14 -5.27 0.325
C -0.26 3.39 4.37 -0.451
S 1.01 2.35 5.14 0.299
O 0.67 0.91 4.89 -0.542
C 2.33 2.72 3.99 -0.643
H 0.15 4.27 4.07 0.363
H -1.31 3.60 5.04 0.303
H -0.48 2.50 3.70 0.289
H 1.99 2.54 3.09 0.053
H 3.14 2.15 4.14 0.390
H 2.47 3.73 4.23 0.434
C -4.91 -3.66 2.73 -1.006
S -4.62 -4.13 1.01 0.576
O -5.90 -4.08 0.20 -0.690
C -3.65 -2.75 0.49 -0.839
H -3.98 -3.57 3.36 0.317
H -5.44 -4.43 3.30 0.373
H -5.55 -2.80 2.62 0.309
H -2.91 -2.89 1.20 0.248
H -4.26 -1.83 0.55 0.487
H -3.43 -2.89 -0.49 0.230
```



[2]
Entry from the Open Molecules 2025 dataset: a 2-piece molecular cluster, C5H7BrF4 overall at a distorted geometry (the ωB97M-V functional and the def2-TZVPD basis).

## Properties
- Kohn-Sham gap (eV) = 10.45
- SMILES string = FC(F)(F)CBr.C=C(C)F

```
17
Properties=species:S:1:pos:R:3:nbo_charge:R:1
F 1.37 1.77 -3.81 -0.323
C 1.09 1.45 -2.54 0.965
F 2.17 0.99 -1.96 -0.297
F 0.21 0.37 -2.69 -0.354
C 0.38 2.61 -1.84 -0.573
Br -1.08 3.13 -2.91 0.075
H 0.17 2.34 -0.83 0.256
H 1.01 3.51 -1.69 0.248
C 1.23 -0.43 1.16 -0.511
C -0.09 -0.38 0.90 0.428
C -1.08 -1.49 0.55 -0.693
F -0.64 0.83 0.81 -0.346
H 1.78 0.52 1.52 0.222
H 1.65 -1.35 1.20 0.204
H -1.85 -1.26 -0.28 0.240
H -1.87 -1.68 1.29 0.232
H -0.61 -2.40 0.46 0.225
```



[3]
Entry from the Open Molecules 2025 dataset: C14H30BF4NNdO7P2Si3 as an isolated structure at a distorted geometry (the ωB97M-V functional and the def2-TZVPD basis).

## Properties
- Kohn-Sham gap (alpha / beta) (eV) = 6.98 / 7.00
- spin multiplicity = 4
- expectation value of S² = 3.7525
- net charge = -1

```
63
Properties=species:S:1:pos:R:3:mulliken_spin:R:1
Nd 8.28 12.14 7.67 3.018
C 9.77 13.61 9.55 0.011
Si 11.41 12.78 8.91 -0.005
C 12.30 12.00 10.40 0.000
C 12.38 14.20 8.13 0.000
C 11.12 11.42 7.61 -0.002
Si 11.92 11.73 5.94 0.000
C 12.21 13.39 4.98 0.000
C 13.82 11.26 5.94 0.000
C 11.11 10.62 4.61 0.000
Si 10.77 9.60 7.75 -0.005
C 10.71 9.27 9.55 0.000
C 11.63 8.22 6.87 0.000
C 9.00 9.29 6.93 -0.002
C 8.49 8.02 7.20 0.001
C 7.49 7.53 6.31 0.000
C 7.07 8.36 5.25 -0.001
C 7.57 9.63 5.13 0.001
N 8.39 10.18 6.05 -0.001
H 9.37 14.30 8.81 -0.004
H 10.13 14.15 10.50 -0.001
H 9.01 12.93 9.89 -0.003
H 13.06 12.73 10.79 0.000
H 12.92 11.13 10.03 0.000
H 11.62 11.69 11.14 0.000
H 13.38 13.85 7.77 0.000
H 12.38 15.18 8.71 0.000
H 11.71 14.54 7.30 0.000
H 11.37 14.07 4.84 0.000
H 12.41 12.98 3.98 0.000
H 13.12 13.91 5.28 0.000
H 14.09 10.86 6.99 0.000
H 14.55 12.02 5.69 0.000
H 14.01 10.47 5.18 0.000
H 11.72 10.74 3.68 0.000
H 10.15 11.04 4.35 0.000
H 11.16 9.51 4.85 0.000
H 11.67 9.43 9.93 0.000
H 10.40 8.22 9.78 0.000
H 10.09 9.97 10.14 0.000
H 12.00 7.40 7.53 0.000
H 12.49 8.70 6.27 0.000
H 11.00 7.72 6.15 0.000
H 8.73 7.55 8.10 0.000
H 7.01 6.51 6.33 0.000
H 6.44 7.89 4.54 0.000
H 7.27 10.28 4.31 0.000
O 9.12 15.52 4.50 0.000
P 8.70 14.85 5.91 -0.002
O 9.44 15.42 7.02 0.000
O 8.80 13.31 5.68 0.001
O 7.11 15.36 5.90 -0.001
P 6.03 14.34 6.69 0.000
O 5.87 13.00 5.75 0.000
O 4.72 14.95 7.04 0.000
O 6.88 13.79 7.93 -0.005
H 9.80 16.26 4.56 0.000
H 5.02 12.56 5.76 0.000
F 7.39 9.05 9.80 0.000
B 6.88 10.30 9.81 -0.001
F 8.05 11.16 10.08 0.000
F 6.44 10.63 8.43 0.000
F 5.87 10.57 10.66 0.000
```



[4]
Entry from the Open Molecules 2025 dataset: C15H28BFI2NO11PS2 as an isolated structure at a distorted geometry (the ωB97M-V functional and the def2-TZVPD basis).

## Properties
- Kohn-Sham gap (eV) = 9.05

```
62
Properties=species:S:1:pos:R:3:nbo_charge:R:1
C 0.73 -2.92 1.73 -1.043
B 1.14 -2.67 0.22 1.079
O 0.94 -3.65 -0.71 -0.906
C 1.86 -1.30 -0.23 -0.723
C 0.92 -0.69 -1.25 0.874
F 0.96 0.67 -1.26 -0.344
O -0.34 -1.07 -0.84 -0.521
C -1.41 -0.73 -1.72 -0.096
C -2.63 -0.22 -0.89 0.073
C -3.25 0.95 -1.62 -0.621
O -2.23 0.26 0.38 -0.712
O 1.12 -1.18 -2.56 -0.697
S 2.47 -0.64 -3.28 2.322
O 2.72 -1.58 -4.32 -0.886
O 2.33 0.72 -3.67 -0.908
C 3.84 -0.78 -1.98 0.033
C 4.54 0.56 -1.90 -0.492
C 3.74 1.73 -1.33 -0.445
C 4.62 2.82 -0.71 -0.504
I 6.30 3.38 -1.89 0.073
O 4.63 -1.78 -2.60 -0.472
N 6.00 -1.42 -2.86 0.421
O 6.49 -2.23 -3.50 -0.188
C 3.36 -1.43 -0.63 -0.441
I 4.47 -0.67 1.09 0.190
P 3.95 -3.20 -0.61 1.534
O 5.40 -3.36 -0.42 -1.095
H 1.12 -2.14 2.37 0.239
H -0.35 -3.03 1.85 0.246
H 1.21 -3.85 2.03 0.247
H 0.19 -4.20 -0.47 0.501
H 1.77 -0.63 0.61 0.271
H -1.71 -1.63 -2.25 0.190
H -1.14 0.03 -2.44 0.199
H -3.36 -1.02 -0.83 0.169
H -3.70 0.64 -2.57 0.215
H -2.48 1.68 -1.88 0.211
H -4.00 1.45 -1.01 0.222
H -2.20 -0.50 0.96 0.476
H 4.82 0.84 -2.91 0.257
H 5.48 0.49 -1.36 0.259
H 3.08 1.41 -0.52 0.219
H 3.11 2.20 -2.08 0.242
H 4.01 3.70 -0.58 0.226
H 4.93 2.53 0.29 0.219
H 3.28 -3.76 0.50 -0.073
H 3.42 -3.83 -1.75 -0.036
C -5.92 3.07 3.76 -0.407
C -4.80 3.04 2.71 -0.399
C -4.08 1.69 2.85 -0.692
S -5.30 0.54 3.49 2.169
O -4.90 0.12 4.81 -0.944
O -5.63 -0.43 2.47 -0.949
C -6.63 1.73 3.65 -0.673
H -6.61 3.90 3.60 0.225
H -5.49 3.18 4.76 0.216
H -5.23 3.13 1.72 0.207
H -4.10 3.87 2.84 0.226
H -3.71 1.32 1.90 0.274
H -3.27 1.74 3.57 0.246
H -7.23 1.47 4.52 0.256
H -7.23 1.67 2.74 0.238
```